# 1
Below is a structure of composition C25H19Cl2ErN9O3, with properties calculated with ωB97M-V/def2-TZVPD.

XYZ file:
```
59
Properties=species:S:1:pos:R:3:forces:R:3:mulliken_spin:R:1
Er -0.128275 -0.026477 0.219599 -0.01 -0.55 -0.18 3.03
Cl -4.515895 4.909968 -2.009431 0.10 -0.01 0.02 0.00
C -3.097319 4.159247 -1.363566 -0.18 -0.08 -0.01 0.00
C -3.221054 2.881087 -0.820982 0.03 0.18 -0.09 0.00
C -2.110089 2.244229 -0.295559 -0.12 -0.23 0.12 0.00
N -2.112807 0.958023 0.299948 -0.02 0.25 -0.11 -0.01
C -3.219318 0.293029 0.664220 -0.22 0.05 0.16 0.00
O -4.395344 0.513715 0.412550 0.11 -0.04 0.02 0.00
C -2.895187 -0.892783 1.581039 0.01 0.06 -0.02 0.00
C -3.928674 -1.627709 2.141841 0.10 0.06 -0.04 0.00
C -3.616872 -2.656265 3.015910 -0.08 -0.03 0.01 0.00
C -2.286518 -2.928932 3.300551 0.14 0.08 -0.05 0.00
C -1.312186 -2.160825 2.685822 -0.19 -0.07 0.06 0.00
N -1.607254 -1.165088 1.847549 0.17 0.17 -0.12 0.00
C -0.851621 2.892132 -0.324352 0.37 -0.04 0.16 0.00
C -0.742282 4.162310 -0.863005 -0.18 0.09 -0.11 0.00
C -1.869658 4.796795 -1.381976 0.16 0.04 0.01 0.00
Cl -1.680133 6.379142 -2.052579 -0.05 -0.06 0.02 0.00
N 0.226325 2.163650 0.249987 -0.08 0.19 -0.20 0.00
C 1.514745 2.540674 0.187358 0.08 0.15 0.17 -0.01
O 2.044851 3.462585 -0.421386 -0.02 -0.07 0.06 0.00
C 2.420903 1.634606 1.034259 -0.07 0.09 0.00 0.00
C 3.707039 2.047536 1.344133 -0.10 -0.06 -0.02 0.00
C 4.498296 1.224145 2.128268 0.05 0.02 0.00 0.00
C 3.995104 0.007414 2.566424 -0.16 -0.05 -0.03 0.00
C 2.708140 -0.342545 2.195961 0.21 0.08 0.02 0.00
N 1.936908 0.452919 1.451807 -0.29 0.00 -0.08 0.00
H -4.186336 2.401088 -0.804969 0.01 -0.01 0.02 0.00
H -4.942276 -1.352920 1.886475 -0.01 -0.01 0.01 0.00
H -4.405304 -3.235456 3.478658 0.01 0.00 0.01 0.00
H -1.999735 -3.709252 3.989403 -0.02 -0.04 0.02 0.00
H -0.260473 -2.347280 2.874683 0.00 0.00 0.01 0.00
H 0.210742 4.665956 -0.892994 -0.01 -0.02 0.01 0.00
H 4.043990 3.002415 0.967851 0.01 0.01 0.00 0.00
H 5.501037 1.526889 2.398005 0.01 0.01 0.01 0.00
H 4.577878 -0.660224 3.183271 0.04 0.00 0.01 0.00
H 2.282570 -1.291802 2.503892 0.00 0.01 0.00 0.00
N -1.260521 -4.392861 -0.961666 0.26 0.05 0.02 0.00
C -1.720865 -3.183844 -0.654539 0.09 0.19 0.00 0.00
N -0.721327 -2.311204 -0.692487 -0.23 -0.32 0.07 0.00
C 0.346018 -3.088541 -1.026909 0.49 0.06 -0.25 0.00
N 0.069055 -4.358488 -1.198483 -0.29 0.07 0.03 0.00
C 1.683723 -2.505780 -1.255206 -0.35 0.24 0.02 0.00
C 2.757773 -3.272192 -1.682469 0.15 0.27 -0.06 0.00
N 3.924803 -2.707860 -1.965464 0.14 0.03 -0.04 0.00
C 4.025042 -1.386036 -1.836748 -0.20 -0.25 0.04 0.00
C 2.962942 -0.617677 -1.384160 -0.19 -0.23 0.03 0.00
N 1.787488 -1.179141 -1.082766 0.24 -0.17 0.08 0.00
H -1.769387 -5.259732 -1.035828 0.01 -0.03 0.00 0.00
H -2.750425 -2.978099 -0.412291 -0.04 0.06 0.01 0.00
H 2.653825 -4.342336 -1.802212 0.06 -0.03 -0.01 0.00
H 4.968100 -0.918984 -2.085608 0.06 -0.06 -0.03 0.00
H 3.069444 0.452816 -1.263243 -0.07 0.03 0.03 0.00
C 0.238752 1.415377 -2.954372 -0.09 0.01 -0.02 0.00
O -0.462726 0.437470 -2.154524 0.58 -0.11 0.44 0.00
H -0.447126 2.200472 -3.268220 0.02 -0.02 -0.02 0.00
H 0.687834 0.923656 -3.816877 0.00 0.05 0.00 0.00
H 1.003974 1.868539 -2.327490 0.01 -0.02 -0.04 0.00
H -1.330314 0.282450 -2.517101 -0.49 0.02 -0.20 0.00
```
Positions in Å, forces in eV/Å.

Properties
2S+1 ... 4
Expectation value of S² ... 3.7527
Energy above the lowest of the compared OMol25 structures with the same formula, charge and spin ... 0.00 kJ/mol
Total energy ... -3618.0641 Ha
Total charge ... +1
Gap between HOMO and LUMO (alpha / beta) ... 6.224 / 6.231 eV



# 2
Below is a structure of composition C25H19Cl2IPd, with properties calculated with ωB97M-V/def2-TZVPD.

XYZ file:
```
48
Properties=species:S:1:pos:R:3:forces:R:3:mulliken_charge:R:1
Pd 1.208230 -0.617465 0.021382 -0.99 -0.54 0.70 -0.74
I 1.302811 -0.902547 2.789555 -0.29 -0.42 -1.01 0.18
C 0.015381 -2.572463 2.543449 0.10 0.19 0.57 0.29
C -0.419412 -3.212732 3.669499 0.20 0.32 -0.14 -0.47
C -1.249312 -4.337672 3.535410 -0.17 -0.24 -0.20 -0.69
C -1.596007 -4.788818 2.290393 0.07 0.10 0.24 -0.87
C -1.117029 -4.153722 1.121873 0.15 0.09 -0.21 0.84
C -1.386369 -4.669753 -0.165575 0.07 0.09 -0.22 -0.79
C -0.849417 -4.094975 -1.285950 -0.32 -0.48 0.31 -0.94
C -0.057131 -2.938934 -1.176450 0.61 0.97 -0.04 -0.24
C 0.175603 -2.398784 0.052137 -0.16 0.34 -0.01 0.49
C -0.295505 -2.993566 1.241718 0.19 0.28 0.29 0.77
H -0.124283 -2.864170 4.650431 -0.05 -0.04 0.02 0.41
H -1.594262 -4.849193 4.423057 -0.03 0.02 -0.01 0.42
H -2.234089 -5.655053 2.175994 0.02 -0.03 0.02 0.43
H -2.011285 -5.549809 -0.245607 0.01 0.00 -0.05 0.43
H -1.032967 -4.519618 -2.262663 0.03 0.05 -0.03 0.42
H 0.361286 -2.506191 -2.080095 -0.05 0.04 0.00 0.56
Cl 3.696323 -0.705417 -0.035364 0.80 -0.19 0.28 0.12
C 5.242908 -0.429313 -0.895225 0.43 0.26 -0.35 -0.44
Cl 5.438107 1.255329 -1.358761 -0.06 -0.17 0.03 -0.09
H 5.259309 -1.060139 -1.775679 -0.08 0.00 0.00 0.31
H 6.031909 -0.691844 -0.200655 -0.07 -0.05 0.06 0.36
C -3.990665 4.339960 0.511211 0.06 -0.06 0.08 -0.41
C -3.703288 3.761413 1.742045 -0.16 0.11 -0.10 -0.66
C -2.616339 2.921803 1.867016 0.32 -0.17 -0.14 -0.54
C -1.795956 2.657700 0.758239 -0.46 0.51 -0.16 0.88
C -2.087523 3.261252 -0.475506 0.22 -0.18 0.18 -0.24
C -3.176633 4.096361 -0.593153 -0.11 0.11 0.02 -0.78
C -0.689487 1.748470 0.953814 0.66 -0.67 0.30 -0.31
C 0.187640 1.342856 0.044613 -1.01 0.10 -0.30 0.72
C 0.898837 1.638001 -1.114040 0.24 -0.32 -0.24 0.38
C 0.940092 0.670421 -2.174838 -0.27 0.39 0.15 -0.16
C 1.777644 0.871674 -3.250896 0.17 -0.09 -0.30 -0.89
C 2.549630 2.028416 -3.325879 -0.18 -0.18 0.11 -0.48
C 2.462408 3.016224 -2.338041 -0.03 0.14 0.07 -0.78
C 1.675035 2.823384 -1.231347 0.20 -0.06 0.12 -0.44
H -4.855689 4.981544 0.411200 0.02 0.03 -0.01 0.41
H -4.335729 3.964332 2.595170 0.02 -0.01 0.01 0.41
H -2.378342 2.464379 2.819883 -0.06 0.01 0.01 0.36
H -1.453385 3.063992 -1.331346 -0.07 0.03 -0.06 0.46
H -3.406533 4.568737 -1.538248 0.02 -0.04 -0.03 0.41
H -0.620077 1.319189 1.949136 -0.05 -0.10 -0.07 0.02
H 0.184580 -0.113231 -2.194621 0.05 -0.05 0.07 0.93
H 1.796565 0.158337 -4.064443 0.04 -0.01 0.03 0.52
H 3.210552 2.177069 -4.169715 -0.04 0.02 -0.04 0.46
H 3.025230 3.934213 -2.443513 0.03 -0.03 0.01 0.46
H 1.636646 3.560367 -0.439620 -0.01 -0.03 0.02 0.53
```
Positions in Å, forces in eV/Å.

Properties
2S+1 ... 1
Energy above the lowest of the compared OMol25 structures with the same formula, charge and spin ... 159.16 kJ/mol
Total energy ... -2309.3222 Ha
Total charge ... +2
Gap between HOMO and LUMO ... 5.430 eV



- Number 1 is which compound?
  C25H19Cl2ErN9O3